A molecular structure, C22H44Cl2F12N2O17S4V in a non-equilibrium geometry. Source: the Open Molecules 2025 dataset; level of theory: ωB97M-V with the def2-TZVPD basis set.

Results
Total charge: 0
E_HOMO (alpha / beta): -0.3498 / -0.3498 Eh
2S+1: 2
LUMO energy (alpha / beta): -2.49 / -2.02 eV
DFT total energy: -6908.422705 Ha
Orbital gap (alpha / beta): 7.031 / 7.499 eV
Expectation value of S²: 0.7681

```
104
C22H44Cl2F12N2O17S4V, DFT ωB97M-V with the def2-TZVPD basis set
O 2.25 -3.53 1.81
V 0.85 -2.91 1.67
C -0.19 -1.08 -2.35
F -0.77 -2.20 -2.80
F -0.07 -0.11 -3.21
F -1.05 -0.59 -1.41
S 1.44 -1.57 -1.41
O 1.71 -3.00 -1.60
O 2.57 -0.73 -1.86
N 1.09 -1.35 0.32
S 1.05 0.21 0.48
O 0.78 1.04 -0.69
O 0.09 0.54 1.52
C 2.76 0.56 1.30
F 2.69 1.44 2.21
F 3.19 -0.54 1.80
F 3.57 0.99 0.30
C -2.03 -3.19 5.16
F -2.73 -3.47 4.11
F -2.06 -1.85 5.34
F -2.51 -3.80 6.22
S -0.20 -3.73 4.83
O 0.47 -4.03 6.09
O -0.32 -4.89 3.93
N 0.42 -2.58 3.68
S 0.95 -1.47 4.67
O 1.12 -0.28 3.91
O 0.27 -1.37 5.96
C 2.68 -2.05 5.05
F 2.77 -2.52 6.28
F 3.10 -2.95 4.18
F 3.52 -1.01 4.95
C -3.88 1.52 -1.49
O -5.27 1.49 -1.25
C -5.76 2.48 -0.29
C -7.10 2.06 0.41
O -8.16 1.70 -0.47
C -9.28 1.12 0.15
H -3.64 0.63 -2.07
H -3.29 1.43 -0.58
H -3.65 2.45 -2.02
H -5.89 3.42 -0.82
H -5.00 2.71 0.46
H -7.41 2.92 1.01
H -6.94 1.21 1.07
H -9.28 1.44 1.20
H -9.19 0.04 0.20
H -10.22 1.31 -0.36
C -2.46 -1.47 1.79
O -1.51 -2.55 1.60
C -2.17 -3.57 0.82
C -1.34 -4.86 0.62
O 0.05 -4.49 0.43
C 0.78 -5.67 0.04
H -2.18 -0.87 2.65
H -3.49 -1.77 2.00
H -2.51 -0.91 0.86
H -2.59 -3.18 -0.10
H -3.08 -3.89 1.34
H -1.65 -5.60 -0.11
H -1.28 -5.38 1.57
H 1.85 -5.52 -0.14
H 0.28 -6.02 -0.85
H 0.60 -6.40 0.83
C 6.65 2.62 1.40
O 6.77 2.44 2.82
C 5.80 1.57 3.42
C 5.90 1.39 4.93
O 5.79 2.67 5.53
C 5.81 2.56 6.94
H 7.08 1.81 0.82
H 7.13 3.55 1.08
H 5.62 2.57 1.04
H 5.82 0.58 2.95
H 4.81 1.93 3.18
H 6.84 0.85 5.09
H 5.11 0.75 5.32
H 4.98 2.07 7.45
H 5.86 3.54 7.40
H 6.66 2.19 7.52
C -2.41 0.85 -5.06
O -2.59 1.93 -5.85
C -2.73 1.53 -7.27
C -2.37 2.70 -8.19
O -3.39 3.63 -7.98
C -3.04 4.95 -8.35
H -3.20 0.09 -5.10
H -2.37 1.25 -4.04
H -1.46 0.41 -5.38
H -3.75 1.18 -7.44
H -2.11 0.67 -7.51
H -2.24 2.41 -9.23
H -1.43 3.15 -7.87
H -2.01 5.22 -8.09
H -3.78 5.58 -7.86
H -3.15 5.13 -9.42
Cl 5.61 0.88 -5.77
C 6.08 1.65 -4.22
C 4.80 1.50 -3.35
Cl 3.46 2.43 -4.04
H 6.43 2.65 -4.44
H 6.90 1.21 -3.65
H 4.91 1.67 -2.28
H 4.42 0.47 -3.42
```

A molecular structure, C8H11NO4Yb in a non-equilibrium geometry. Source: the Open Molecules 2025 dataset; level of theory: ωB97M-V with the def2-TZVPD basis set.

Results
Total charge: +2
E_HOMO: -0.6376 Eh
2S+1: 1
LUMO energy: -8.97 eV
DFT total energy: -1825.178159 Ha
Orbital gap: 8.376 eV

```
25
C8H11NO4Yb, DFT ωB97M-V with the def2-TZVPD basis set
C -2.96 1.95 0.77
C -2.90 0.56 0.22
O -1.50 0.23 -0.18
C -0.60 -0.14 0.66
C 0.77 -0.04 0.48
C 1.61 0.52 -0.64
N 1.27 -0.22 -1.89
C 2.49 -0.85 -2.41
C 1.34 -0.68 1.64
O 2.52 -1.10 1.71
O 0.41 -1.04 2.55
C -0.86 -0.82 2.00
O -1.87 -1.20 2.48
H -2.16 2.16 1.47
H -2.96 2.70 -0.02
H -3.90 2.05 1.31
H -3.26 -0.20 0.90
H -3.45 0.46 -0.71
H 1.55 1.61 -0.71
H 2.65 0.30 -0.41
H 0.59 -0.90 -1.60
H 3.11 -0.24 -3.06
H 2.25 -1.77 -2.94
H 3.13 -1.07 -1.52
Yb 2.72 -2.28 -0.10
```

4 unconnected molecules or ions with the total composition C2H15N2O3 in a non-equilibrium geometry. Source: the Open Molecules 2025 dataset; level of theory: ωB97M-V with the def2-TZVPD basis set.

Results
Total charge: +2
E_HOMO (alpha / beta): -0.6836 / -0.6835 Eh
2S+1: 2
LUMO energy (alpha / beta): -7.47 / -13.30 eV
DFT total energy: -419.680218 Ha
ΔE to the lowest compared entry with this formula, charge and spin: 118.3 kJ/mol
Orbital gap (alpha / beta): 11.136 / 5.300 eV
Expectation value of S²: 0.7551

```
22
C2H15N2O3, DFT ωB97M-V with the def2-TZVPD basis set
C -0.74 1.23 0.83
N -0.93 0.55 2.07
C 0.24 0.58 -0.20
N 1.58 0.36 0.44
H -0.61 2.32 0.98
H -1.67 1.23 0.25
H -0.45 0.79 2.95
H -1.90 0.46 2.39
H 0.03 1.26 -1.01
H -0.11 -0.41 -0.47
H 1.94 -0.54 0.08
H 2.25 1.11 0.25
H 1.51 0.20 1.41
H 0.49 -1.62 -2.31
H 1.82 -2.45 -2.01
O 1.01 -2.08 -1.65
H -2.46 0.62 -2.90
H -1.42 1.72 -2.38
O -1.55 0.82 -2.65
H -0.03 -1.79 2.01
H 0.33 -2.40 0.56
O 0.67 -1.97 1.37
```

A gas-phase ion, C9H13ClN3O (charge +1) in a non-equilibrium geometry. Source: the Open Molecules 2025 dataset; level of theory: ωB97M-V with the def2-TZVPD basis set.

Results
Total charge: +1
E_HOMO: -0.4457 Eh
2S+1: 1
LUMO energy: -3.04 eV
DFT total energy: -1050.207284 Ha
ΔE to the lowest compared entry with this formula, charge and spin: 0.0 kJ/mol
Orbital gap: 9.084 eV
SMILES string: C[C@](O)([NH+]=C(N)N)c1ccc(Cl)cc1

```
27
C9H13ClN3O, DFT ωB97M-V with the def2-TZVPD basis set
C 1.08 -0.93 0.82
C 0.98 -0.85 -1.70
C 2.04 -1.94 0.68
C 1.94 -1.85 -1.73
C 0.62 -0.33 -0.38
C 2.49 -2.31 -0.54
C -2.24 0.38 0.94
C 0.93 2.15 0.00
C -0.15 1.05 -0.41
N -3.36 0.80 1.49
N -2.18 -0.95 0.62
N -1.18 1.13 0.64
O -0.68 1.36 -1.63
Cl 3.97 -3.22 -0.73
H 1.04 -0.55 1.82
H 0.42 -0.28 -2.48
H 2.22 -2.41 1.61
H 2.33 -2.32 -2.60
H 0.47 3.16 -0.05
H 1.69 2.13 -0.82
H 1.47 1.92 0.92
H -4.31 0.26 1.42
H -3.57 1.82 1.53
H -2.80 -1.50 1.07
H -1.19 -1.17 0.45
H -1.39 2.15 0.78
H -0.63 2.29 -1.73
```

A molecular structure, C29H54BN7NiO6P2. Source: the Open Molecules 2025 dataset; level of theory: ωB97M-V with the def2-TZVPD basis set.

Results
Total charge: 0
E_HOMO (alpha / beta): -0.3133 / -0.3130 Eh
2S+1: 3
LUMO energy (alpha / beta): 0.53 / 0.53 eV
DFT total energy: -4188.448402 Ha
ΔE to the lowest compared entry with this formula, charge and spin: 0.0 kJ/mol
Orbital gap (alpha / beta): 9.059 / 9.052 eV
Expectation value of S²: 2.0040

```
100
C29H54BN7NiO6P2, DFT ωB97M-V with the def2-TZVPD basis set
Ni 0.14 -0.79 0.76
C 0.60 3.15 4.08
C 0.09 1.96 3.27
C -1.33 1.58 3.70
C 0.11 2.26 1.79
C 0.15 3.52 1.19
C 0.13 3.30 -0.17
C 0.21 4.40 -1.20
C 1.47 4.33 -2.05
C -1.04 4.53 -2.05
N 0.08 1.95 -0.37
N 0.07 1.32 0.85
B 0.02 1.09 -1.68
N -1.29 0.20 -1.63
N -1.48 -0.59 -0.52
C -2.72 -1.06 -0.56
C -3.34 -0.61 -1.72
C -2.44 0.20 -2.37
C -2.89 0.92 -3.63
C -1.88 1.30 -4.69
C -3.79 2.11 -3.25
C -3.45 -1.85 0.50
C -4.83 -1.23 0.74
C -2.74 -1.97 1.83
N 1.31 0.21 -1.76
N 1.60 -0.54 -0.65
C 2.81 -1.07 -0.81
C 3.32 -0.67 -2.04
C 2.36 0.14 -2.63
C 2.67 0.76 -3.98
C 1.52 1.20 -4.88
C 3.74 1.85 -3.86
C 3.59 -1.93 0.14
C 3.23 -1.74 1.61
C 3.52 -3.40 -0.29
H 0.68 2.87 5.14
H 1.58 3.47 3.74
H -0.09 3.99 4.02
H 0.74 1.11 3.45
H -2.01 2.43 3.57
H -1.71 0.75 3.11
H -1.35 1.29 4.76
H 0.21 4.48 1.68
H 0.29 5.30 -0.59
H 1.45 3.44 -2.68
H 1.54 5.20 -2.71
H 2.37 4.29 -1.43
H -1.16 3.66 -2.70
H -1.94 4.61 -1.43
H -0.98 5.42 -2.69
H -0.04 1.81 -2.63
H -4.35 -0.83 -2.05
H -3.54 0.18 -4.10
H -1.22 2.11 -4.37
H -1.27 0.45 -4.97
H -2.41 1.65 -5.58
H -3.23 2.87 -2.71
H -4.21 2.57 -4.15
H -4.62 1.79 -2.61
H -3.61 -2.86 0.09
H -4.73 -0.23 1.15
H -5.42 -1.16 -0.18
H -5.39 -1.84 1.45
H -2.63 -1.00 2.31
H -3.32 -2.61 2.50
H -1.74 -2.40 1.72
H 4.28 -0.94 -2.46
H 3.14 -0.07 -4.52
H 1.04 2.11 -4.52
H 1.91 1.40 -5.88
H 0.77 0.42 -4.96
H 3.36 2.71 -3.31
H 4.62 1.48 -3.34
H 4.04 2.19 -4.85
H 4.62 -1.60 0.01
H 2.27 -2.19 1.83
H 3.98 -2.22 2.25
H 3.18 -0.68 1.89
H 2.48 -3.73 -0.36
H 3.99 -3.54 -1.26
H 4.02 -4.04 0.44
N 1.55 -4.43 4.02
C 0.33 -3.73 3.44
C -0.94 -4.32 4.06
P 0.59 -1.94 3.90
O -0.58 -1.74 5.00
O 1.94 -1.90 4.55
O 0.30 -1.03 2.74
P 0.48 -4.11 1.58
O -0.78 -5.08 1.30
O 1.74 -4.92 1.55
O 0.31 -2.90 0.72
H 1.29 -5.13 4.71
H 2.14 -3.69 4.44
H 2.02 -4.86 3.19
H -0.89 -4.26 5.15
H -1.07 -5.36 3.75
H -1.81 -3.77 3.74
H -0.29 -1.10 5.66
H -1.43 -4.64 0.74
```

C6H6 in the gas phase. Source: the Open Molecules 2025 dataset; level of theory: ωB97M-V with the def2-TZVPD basis set.

Results
Total charge: 0
E_HOMO: -0.3534 Eh
2S+1: 1
LUMO energy: 0.97 eV
DFT total energy: -232.090145 Ha
ΔE to the lowest compared entry with this formula, charge and spin: 357.5 kJ/mol
Orbital gap: 10.590 eV
SMILES string: C#CCC=C=C

```
12
C6H6, DFT ωB97M-V with the def2-TZVPD basis set
C -0.06 -1.30 2.83
C 0.37 -0.90 1.78
C 0.87 -0.37 0.51
C -0.02 0.72 -0.05
C -0.31 0.81 -1.32
C -0.78 0.81 -2.53
H -0.42 -1.67 3.76
H 0.97 -1.17 -0.23
H 1.88 0.04 0.67
H -1.74 0.30 -2.66
H -0.45 1.44 0.64
H -0.32 1.28 -3.40
```